No. 1
{"formula": "C29H30MgN7O3", "method": "ωB97M-V/def2-TZVPD", "fmax_ev_per_a": 6.4, "total_energy_ha": -1931.875009, "charge": 1, "homo_lumo_gap_ha": 0.2054, "homo_ev": -8.83, "elements": ["Mg", "N", "O", "O", "O", "N", "C", "C", "C", "C", "H", "H", "H", "H", "H", "N", "C", "C", "C", "C", "C", "H", "H", "H", "H", "H", "N", "C", "C", "C", "C", "C", "H", "H", "H", "H", "H", "N", "C", "C", "C", "C", "C", "H", "H", "H", "H", "H", "N", "C", "C", "C", "C", "C", "H", "H", "H", "H", "H", "N", "C", "C", "C", "C", "C", "H", "H", "H", "H", "H"], "coordinates": [[25.105, -7.116, -9.751], [22.762, -6.664, -11.914], [23.346, -6.075, -12.816], [21.564, -6.802, -11.946], [23.505, -6.991, -10.993], [21.385, -6.137, -14.829], [20.122, -6.370, -15.146], [19.970, -5.951, -16.445], [21.181, -5.551, -16.966], [22.056, -5.573, -15.898], [21.632, -6.306, -13.865], [19.501, -6.838, -14.397], [19.068, -5.979, -17.039], [21.390, -5.211, -17.969], [23.112, -5.349, -15.850], [24.712, -5.271, -9.213], [24.336, -4.850, -7.935], [24.114, -3.558, -7.478], [24.214, -2.480, -8.353], [24.700, -2.811, -9.601], [24.873, -4.107, -10.012], [24.202, -5.491, -7.077], [23.784, -3.432, -6.457], [24.252, -1.441, -8.062], [24.938, -2.043, -10.321], [25.249, -4.235, -11.016], [25.446, -8.974, -10.591], [24.525, -9.725, -11.355], [24.913, -10.826, -12.042], [26.201, -11.372, -11.981], [27.073, -10.741, -11.178], [26.651, -9.641, -10.485], [23.521, -9.385, -11.562], [24.196, -11.358, -12.651], [26.389, -12.276, -12.540], [28.088, -11.072, -11.014], [27.347, -9.221, -9.774], [23.894, -7.967, -8.434], [24.266, -9.182, -7.834], [23.524, -9.897, -6.884], [22.302, -9.340, -6.446], [21.944, -8.059, -6.953], [22.762, -7.420, -7.899], [25.217, -9.598, -8.134], [23.897, -10.894, -6.701], [21.702, -9.840, -5.700], [21.016, -7.567, -6.702], [22.432, -6.487, -8.332], [19.642, -12.404, -10.901], [19.009, -11.322, -11.520], [19.549, -10.025, -11.411], [20.695, -9.951, -10.551], [21.289, -11.108, -9.959], [20.769, -12.348, -10.220], [18.060, -11.472, -12.014], [19.159, -9.145, -11.901], [21.200, -9.012, -10.379], [22.058, -11.084, -9.201], [21.133, -13.239, -9.729], [26.716, -6.421, -11.015], [27.852, -5.736, -10.634], [28.795, -5.145, -11.456], [28.596, -5.169, -12.888], [27.541, -5.977, -13.323], [26.623, -6.530, -12.379], [27.946, -5.756, -9.558], [29.532, -4.488, -11.018], [29.330, -4.682, -13.512], [27.364, -6.152, -14.373], [25.875, -7.242, -12.697]], "forces_ev_per_angstrom": [[-0.2060, -0.2779, -2.1873], [1.2846, 2.4042, -2.1346], [0.4299, 0.6375, -1.6391], [-1.4276, -1.1080, 0.9864], [0.1844, -1.9607, 3.2400], [1.2846, 0.4149, 0.3977], [-1.0861, 0.0443, -0.6848], [-2.6022, -1.0306, -0.8408], [1.3211, 0.9511, 0.6381], [0.5433, -0.7812, 0.3623], [0.8672, 0.4184, -0.4566], [-0.3475, 0.2134, -0.3214], [-0.1369, -0.1776, 0.1932], [-0.0295, 0.0215, 0.1458], [-0.1309, 0.0051, 0.1302], [-0.5291, 6.0130, 2.2125], [0.3827, -0.2063, -0.4459], [-0.6712, 0.6016, -0.8441], [1.5734, -0.6602, 0.4198], [-0.4364, 0.2946, -0.6188], [0.2960, -2.4760, 0.6527], [0.2717, -1.2152, -0.6533], [0.1560, -0.0058, 0.0803], [-0.6855, 0.0211, 0.2301], [-0.0663, 0.0603, -0.0595], [-0.1554, -0.5039, -0.0756], [0.3324, -4.2328, -1.2843], [1.4734, 2.0506, 0.4999], [0.2714, -1.6908, -0.6034], [-1.8656, -0.2750, -0.8996], [1.3071, -0.0906, 0.8158], [-1.2786, 2.3506, 0.5491], [0.0167, 0.5488, 0.6403], [-0.2710, 0.1733, 0.0022], [0.3491, 0.0466, -0.0226], [0.0199, -0.1367, -0.0193], [0.1669, 0.3961, -0.0182], [-0.9017, -2.3390, 4.1175], [-0.9513, 1.3865, -0.3449], [-0.4567, 1.3097, -1.2694], [0.8540, 1.0788, -0.6778], [0.9541, -0.9926, -0.2169], [0.0422, -1.3687, -0.5306], [-0.0456, 0.0223, -0.3049], [-0.2171, 0.0249, 0.6877], [-0.1908, -0.0493, -0.1298], [0.0097, -0.0953, 0.2608], [0.0222, 0.0145, -0.0828], [-2.3065, 0.0835, -2.0857], [2.3609, -0.3415, 1.8710], [1.6426, -1.5969, 1.4354], [0.1854, -1.0392, -0.3154], [-0.3752, 1.6115, -0.2534], [-1.6670, 1.2149, -0.2459], [0.0778, -0.4839, -0.0717], [-0.1111, -0.0471, 0.0462], [-0.2207, 0.3256, 0.0245], [0.4389, 0.6420, -0.1789], [0.0742, -0.2795, -0.2414], [2.3907, 1.0706, -2.4667], [-1.0479, -0.7345, 0.4115], [-1.2878, 0.5705, -1.5367], [-0.3444, -1.2606, 2.4395], [-0.4469, 0.3727, 0.9864], [0.9114, -0.4688, 0.6939], [0.3978, 0.5126, 0.1727], [0.3078, -0.3474, 0.0557], [-0.2428, -0.0149, -0.2921], [-0.0747, -0.0263, -0.0074], [-0.3878, 0.4073, -0.3377]], "mulliken_charge": [0.907, 0.510, -0.706, -0.740, -0.238, 0.208, -0.372, -0.595, -0.639, -0.337, 0.485, 0.292, 0.377, 0.386, 0.384, 0.444, 0.010, -0.815, -0.460, -0.634, -0.191, 0.450, 0.410, 0.399, 0.388, 0.351, 0.655, -0.308, -0.765, -0.514, -0.774, -0.231, 0.408, 0.495, 0.434, 0.456, 0.375, 0.775, -0.028, -0.910, -0.351, -0.980, -0.341, 0.255, 0.464, 0.420, 0.456, 0.752, -0.541, -0.318, -0.645, 0.194, 0.025, -0.564, 0.356, 0.463, 0.351, 0.309, 0.381, 0.239, -0.377, -0.679, -0.380, -0.756, -0.076, 0.411, 0.392, 0.430, 0.430, 0.337]}

***

No. 2
{"formula": "C6H9N", "method": "ωB97M-V/def2-TZVPD", "fmax_ev_per_a": 0.6, "total_energy_ha": -288.675639, "homo_lumo_gap_ha": 0.3850, "homo_ev": -9.45, "elements": ["C", "C", "C", "C", "C", "C", "N", "H", "H", "H", "H", "H", "H", "H", "H", "H"], "coordinates": [[-2.719, 0.973, -1.700], [-1.415, 0.886, -1.033], [-0.335, 0.847, -0.497], [0.973, 0.794, 0.177], [1.007, -0.361, 1.147], [1.427, -1.692, 0.684], [2.275, -0.918, 1.591], [-2.838, 0.184, -2.450], [-2.830, 1.937, -2.210], [-3.541, 0.878, -0.982], [1.171, 1.741, 0.690], [1.768, 0.641, -0.562], [0.199, -0.367, 1.878], [1.870, -1.816, -0.302], [0.769, -2.489, 1.013], [2.220, -1.238, 2.554]], "forces_ev_per_angstrom": [[-0.0572, -0.0010, -0.0299], [0.4697, 0.0161, 0.2202], [-0.4324, 0.1210, -0.2580], [0.0867, 0.0939, -0.0237], [-0.2943, 0.0654, -0.0414], [-0.2719, -0.1812, -0.2240], [0.0771, 0.0154, 0.1974], [0.0672, 0.1082, 0.1343], [0.0465, -0.1539, 0.0972], [0.1702, 0.0103, -0.0812], [-0.0250, -0.0558, -0.0832], [-0.0710, 0.1240, 0.1007], [0.0530, 0.0715, -0.1443], [-0.2557, 0.0251, 0.0915], [0.4784, -0.2903, 0.1994], [-0.0414, 0.0313, -0.1550]], "mulliken_charge": [-1.282, 0.869, -0.185, -0.971, 0.088, -0.519, -0.623, 0.293, 0.288, 0.292, 0.284, 0.302, 0.410, 0.245, 0.263, 0.247]}

***

No. 3
{"formula": "C20H55N5O5", "method": "ωB97M-V/def2-TZVPD", "fmax_ev_per_a": 6.4, "total_energy_ha": -1444.366215, "homo_lumo_gap_ha": 0.3207, "homo_ev": -7.98, "elements": ["C", "C", "C", "O", "C", "N", "H", "H", "H", "H", "H", "H", "H", "H", "H", "H", "H", "C", "C", "C", "O", "C", "N", "H", "H", "H", "H", "H", "H", "H", "H", "H", "H", "H", "C", "C", "C", "O", "C", "N", "H", "H", "H", "H", "H", "H", "H", "H", "H", "H", "H", "C", "C", "C", "O", "C", "N", "H", "H", "H", "H", "H", "H", "H", "H", "H", "H", "H", "C", "C", "C", "O", "C", "N", "H", "H", "H", "H", "H", "H", "H", "H", "H", "H", "H"], "coordinates": [[1.292, 1.388, 0.414], [1.062, -0.043, -0.096], [-0.316, -0.535, 0.375], [-0.447, -0.765, 1.799], [-1.790, -1.131, 2.268], [1.449, 0.026, -1.447], [0.421, 1.961, 0.097], [2.103, 2.030, 0.070], [1.270, 1.502, 1.498], [1.767, -0.727, 0.378], [-0.591, -1.511, -0.025], [-1.126, 0.063, -0.044], [-2.561, -0.462, 1.885], [-1.720, -1.244, 3.350], [-2.052, -2.045, 1.736], [2.389, 0.388, -1.509], [0.949, 0.800, -1.859], [-2.361, -2.175, -1.373], [-1.037, -2.711, -1.893], [0.019, -3.168, -0.872], [1.196, -3.690, -1.549], [2.414, -3.487, -0.831], [-1.397, -3.976, -2.556], [-3.113, -1.955, -2.131], [-2.138, -1.280, -0.793], [-2.801, -2.834, -0.624], [-0.677, -2.099, -2.720], [-0.413, -3.960, -0.259], [0.398, -2.459, -0.136], [2.369, -3.090, 0.183], [3.178, -2.989, -1.428], [2.802, -4.498, -0.713], [-0.545, -4.315, -2.980], [-2.064, -3.875, -3.308], [-3.110, -0.354, 4.698], [-3.735, 0.216, 3.505], [-4.567, -0.893, 2.737], [-3.857, -2.116, 2.422], [-4.578, -3.015, 1.636], [-4.521, 1.311, 4.051], [-2.433, 0.339, 5.198], [-2.549, -1.195, 4.291], [-3.841, -0.729, 5.415], [-2.983, 0.652, 2.849], [-4.911, -0.268, 1.914], [-5.479, -1.153, 3.276], [-4.173, -4.026, 1.582], [-4.755, -2.561, 0.661], [-5.410, -3.346, 2.258], [-4.018, 1.814, 4.768], [-5.350, 0.907, 4.461], [-0.987, 0.500, -4.530], [-0.243, 0.608, -3.200], [-0.408, 2.041, -2.531], [0.615, 2.225, -1.599], [0.565, 3.511, -1.033], [-0.667, -0.470, -2.341], [-0.686, -0.330, -5.169], [-1.028, 1.455, -5.053], [-2.065, 0.432, -4.384], [0.817, 0.516, -3.440], [-1.456, 2.124, -2.245], [-0.184, 2.770, -3.309], [1.360, 3.577, -0.290], [-0.398, 3.744, -0.578], [0.756, 4.149, -1.895], [-0.774, -1.278, -2.938], [0.097, -0.758, -1.746], [6.356, 1.873, 0.804], [4.954, 1.566, 0.160], [4.000, 2.798, -0.072], [3.602, 3.405, 1.214], [2.505, 4.312, 1.169], [5.207, 0.910, -1.050], [7.005, 1.014, 0.637], [6.284, 2.026, 1.881], [6.900, 2.710, 0.366], [4.445, 0.707, 0.598], [3.054, 2.512, -0.532], [4.525, 3.521, -0.696], [1.551, 3.911, 0.828], [2.684, 5.188, 0.545], [2.403, 4.682, 2.189], [5.588, 0.004, -0.815], [5.964, 1.326, -1.574]], "forces_ev_per_angstrom": [[-1.7672, 0.3734, 3.3145], [1.7668, 1.3551, 3.5028], [-1.8434, -0.8736, 0.2967], [0.5892, 1.4711, 0.1721], [3.1295, -0.7877, -3.5707], [1.6953, -1.4791, -1.4172], [0.0861, -1.0703, 1.5147], [-0.8971, -2.0438, 0.4958], [0.3361, -0.5009, 0.3896], [0.1977, -0.0699, 0.3917], [0.1594, 1.4379, 0.1834], [-0.0142, 0.9304, 0.4983], [1.1452, -0.0584, -0.0876], [0.6923, -0.0282, -1.6544], [0.7406, -0.2566, 0.4305], [0.5848, -0.4106, 0.4127], [1.2593, -1.4340, 0.8186], [0.3631, 0.6791, 1.7683], [-1.4314, -4.0662, -0.7297], [1.4690, -0.4207, 0.0821], [-0.6375, 0.9669, 0.3650], [0.3363, -1.6989, -0.5249], [0.2830, -1.3323, -0.0089], [0.3148, -0.0480, -0.2107], [-0.8489, -0.0036, -0.5863], [0.0143, -0.6218, -0.2688], [0.8846, -5.9079, 2.2107], [-0.3635, -0.3274, -0.1538], [0.1379, -0.5863, -0.7386], [-0.5361, 0.4150, -0.1690], [-0.3527, 0.5538, -0.0877], [0.2911, -0.1644, 0.2588], [0.0850, -0.4216, -0.1538], [-0.1508, 0.3626, -0.0032], [1.5046, -2.0878, 0.7969], [-0.4566, 0.3003, 0.9888], [-0.1757, 1.0545, 0.2261], [-0.8167, 1.2824, 1.1936], [-0.8936, -0.4143, 0.8878], [-2.0183, 0.5412, -1.5456], [0.0602, -0.0123, -0.0145], [-0.5112, -0.1234, 2.0708], [-0.1331, 0.0937, -0.0168], [-0.5789, 0.2151, 0.4050], [-0.0957, -0.7633, -1.0745], [-0.0467, -0.0199, 0.4637], [1.4495, 0.4439, -0.4419], [-0.5991, -0.4592, -0.0434], [-1.3293, 0.6886, -0.5917], [0.0801, -0.1694, -0.0466], [-0.1913, 0.2829, 0.3372], [-1.2740, 1.1397, 0.2793], [-0.4431, 1.1086, -0.6582], [0.1852, -1.1821, -2.9294], [-1.9467, 2.3737, -1.2372], [0.3648, 0.5800, -1.6564], [-1.3192, 3.6506, -2.1067], [0.2494, 0.1800, 0.0808], [0.9606, -0.0087, -0.4690], [-0.2187, -0.6966, 0.4843], [0.1318, 0.0485, -0.4546], [0.0697, 0.2471, 0.9037], [-0.5111, 0.2100, -0.4602], [-1.0612, -0.0672, -2.0860], [-0.1470, -0.0090, 0.0686], [-0.0659, 0.8197, 0.2854], [-0.7670, 5.2172, -1.3016], [-0.0389, -0.2518, -0.8029], [-1.0530, -0.1095, 0.7772], [0.2867, 1.0708, 1.1140], [0.4486, 0.1449, 1.5948], [0.4498, -0.5399, -1.0881], [0.8013, 0.4313, 0.9238], [0.3615, -0.9226, -3.1779], [-0.1495, -0.2031, 0.1107], [0.0670, 0.1887, 0.0218], [-0.4330, 0.2763, -0.1882], [-0.4307, 0.8602, 1.6368], [1.5648, 0.1143, -1.0122], [0.0658, 0.2788, -0.0318], [0.7790, 0.0935, 1.8782], [0.3476, 0.1219, -0.3095], [-0.0791, -0.0893, 0.0156], [-0.1785, -0.3047, -0.2132], [0.0165, 0.4426, -0.3280]], "mulliken_charge": [-1.081, 1.325, -1.009, -0.603, -0.579, -0.752, 0.607, -1.785, 0.136, 0.680, -0.767, 1.108, 0.209, -0.147, 0.226, 0.313, 0.263, -1.483, 1.143, -0.956, -0.452, -0.893, -0.743, 0.387, 0.187, 0.331, 1.119, 0.461, 0.333, 0.333, 0.254, 0.379, 0.376, 0.312, -1.409, 0.719, -0.889, -0.237, -1.008, -0.796, 0.410, 0.265, 0.407, 0.187, 0.312, 0.646, 0.290, 0.438, 0.355, 0.301, 0.311, -1.692, -0.094, -0.836, -0.301, -0.683, 0.043, 0.355, 0.448, 0.383, 0.396, 0.138, 0.581, -0.422, 0.338, 0.353, -0.838, 0.582, -1.599, 0.331, -0.220, -0.393, -0.698, -0.643, 0.467, 0.334, 0.364, 0.226, 1.112, 0.475, 0.774, 0.312, 0.379, 0.256, 0.244]}

***

Table of E_LUMO (eV), in record order: -3.245; 1.028; 0.742
Table of ΔE to the lowest compared entry with this formula, charge and spin (kJ/mol), in record order: 271.7; 279.4; 1388.8